Entry 1:
C39H38N2O4S2Se2W | wB97M-V/def2-TZVPD

Element x y z (Å)
W (-0.203, -0.020, -0.249)
C (-1.854, 2.746, 2.047)
Se (-2.193, 0.920, 1.458)
C (-1.959, 0.007, 3.166)
C (-0.552, -0.507, 3.387)
Se (0.079, -1.592, 1.897)
C (-1.424, -2.808, 1.672)
H (-2.728, 3.026, 2.631)
H (-1.772, 3.367, 1.158)
H (-0.943, 2.791, 2.637)
H (-2.694, -0.796, 3.185)
H (-2.237, 0.729, 3.935)
H (-0.495, -1.140, 4.273)
H (0.177, 0.296, 3.490)
H (-1.664, -3.206, 2.655)
H (-1.067, -3.600, 1.017)
H (-2.280, -2.316, 1.218)
S (0.769, 2.005, 0.518)
C (2.401, 2.129, 0.004)
C (3.080, 3.360, 0.242)
N (3.600, 4.367, 0.422)
C (2.966, 1.060, -0.611)
S (2.046, -0.375, -0.844)
C (4.301, 1.056, -1.114)
N (5.377, 1.038, -1.515)
C (-1.440, -0.357, -6.587)
C (-0.294, -0.494, -5.618)
C (1.039, -0.737, -6.296)
O (-0.609, -1.523, -4.687)
C (-0.005, -1.162, -3.481)
C (-0.213, 0.402, -3.432)
O (-0.185, 0.703, -4.797)
C (-1.338, 1.246, -2.757)
O (-1.465, 0.654, -1.393)
C (-0.867, 2.673, -2.489)
C (-1.673, 3.462, -1.665)
C (-1.277, 4.739, -1.306)
C (-0.076, 5.254, -1.781)
C (0.705, 4.494, -2.634)
C (0.313, 3.207, -2.993)
C (-2.715, 1.242, -3.384)
C (-2.890, 1.951, -4.573)
C (-4.140, 2.026, -5.163)
C (-5.235, 1.415, -4.564)
C (-5.070, 0.737, -3.368)
C (-3.817, 0.654, -2.776)
C (-0.271, -2.293, -2.427)
O (-0.304, -1.661, -1.063)
C (-1.615, -2.983, -2.485)
C (-2.747, -2.313, -2.936)
C (-3.991, -2.921, -2.885)
C (-4.114, -4.209, -2.384)
C (-2.988, -4.887, -1.936)
C (-1.744, -4.279, -1.986)
C (0.901, -3.261, -2.442)
C (1.570, -3.654, -1.290)
C (2.616, -4.566, -1.360)
C (2.993, -5.099, -2.580)
C (2.315, -4.723, -3.732)
C (1.274, -3.812, -3.667)
H (-1.475, -1.230, -7.238)
H (-1.296, 0.526, -7.208)
H (-2.382, -0.272, -6.051)
H (0.995, -1.655, -6.880)
H (1.852, -0.813, -5.573)
H (1.263, 0.089, -6.969)
H (1.088, -1.196, -3.599)
H (0.699, 0.793, -2.965)
H (-2.631, 3.076, -1.330)
H (-1.916, 5.349, -0.680)
H (0.232, 6.254, -1.508)
H (1.621, 4.905, -3.038)
H (0.927, 2.656, -3.693)
H (-2.048, 2.448, -5.034)
H (-4.263, 2.575, -6.087)
H (-6.212, 1.481, -5.023)
H (-5.921, 0.276, -2.883)
H (-3.711, 0.120, -1.841)
H (-2.658, -1.325, -3.360)
H (-4.860, -2.393, -3.255)
H (-5.082, -4.691, -2.357)
H (-3.077, -5.899, -1.565)
H (-0.871, -4.828, -1.659)
H (1.285, -3.262, -0.322)
H (3.132, -4.861, -0.456)
H (3.806, -5.810, -2.636)
H (2.595, -5.146, -4.687)
H (0.740, -3.541, -4.569)

Cartesian forces (eV/Å) of the 6 atoms listed first:
W -0.6 -0.4 0.2
C -0.1 0.0 0.0
Se 0.0 0.0 -0.1
C 0.0 0.0 0.0
C -0.1 0.0 0.0
Se 0.2 0.0 0.0

Results
Total charge: +2
ΔE to the lowest compared entry with this formula, charge and spin, kJ/mol: 47.6
Frontier orbital gap, eV: 5.55



Entry 2:
C31H25ClI2N2OPTe4Yb | wB97M-V/def2-TZVPD

Element x y z (Å)
Yb (-0.664, 1.038, 0.323)
I (-7.806, -1.203, -2.416)
C (-5.665, -0.957, -2.049)
C (-4.908, -2.056, -1.856)
C (-3.725, -1.948, -1.112)
I (-2.783, -3.672, -0.198)
C (-3.200, -0.679, -0.764)
O (-2.086, -0.551, -0.164)
C (-4.048, 0.446, -0.843)
C (-3.828, 1.747, -0.044)
N (-2.701, 2.568, -0.449)
C (-2.375, 3.670, 0.513)
C (-1.114, 4.300, 0.028)
C (-1.131, 5.650, -0.360)
C (0.065, 6.228, -0.812)
C (1.196, 5.379, -0.903)
C (1.123, 4.065, -0.483)
N (-0.074, 3.553, -0.033)
C (-5.291, 0.262, -1.452)
H (-5.133, -3.044, -2.176)
H (-3.656, 1.480, 0.981)
H (-4.680, 2.292, -0.158)
H (-2.896, 2.929, -1.400)
H (-2.226, 3.174, 1.482)
H (-3.194, 4.421, 0.708)
H (-2.091, 6.177, -0.300)
H (0.057, 7.278, -1.129)
H (2.161, 5.879, -1.110)
H (1.925, 3.374, -0.528)
H (-6.018, 1.057, -1.428)
Cl (1.154, 0.474, -2.195)
C (0.756, -1.244, -2.438)
C (-0.035, -1.602, -3.488)
C (-0.378, -2.976, -3.573)
C (0.057, -3.792, -2.572)
C (0.667, -3.391, -1.428)
C (1.037, -2.045, -1.325)
P (1.464, -1.205, 0.268)
C (1.802, -2.521, 1.457)
C (0.868, -2.683, 2.509)
C (0.995, -3.640, 3.496)
C (1.968, -4.630, 3.384)
C (2.893, -4.453, 2.353)
C (2.869, -3.450, 1.455)
C (3.310, -0.754, 0.027)
C (3.913, 0.084, 0.957)
C (5.288, 0.179, 1.165)
C (6.079, -0.453, 0.238)
C (5.523, -1.213, -0.771)
C (4.114, -1.356, -0.911)
H (-0.402, -0.832, -4.161)
H (-0.997, -3.437, -4.326)
H (-0.267, -4.839, -2.681)
H (0.853, -4.081, -0.667)
H (-0.062, -2.097, 2.679)
H (0.290, -3.623, 4.281)
H (1.900, -5.570, 3.915)
H (3.617, -5.258, 2.200)
H (3.595, -3.425, 0.619)
H (3.219, 0.548, 1.650)
H (5.664, 0.731, 2.012)
H (7.162, -0.626, 0.315)
H (6.219, -1.785, -1.453)
H (3.695, -1.900, -1.713)
Te (-0.947, 4.917, 5.575)
Te (-3.221, 4.467, 4.383)
Te (0.692, 3.502, 3.531)
Te (-0.588, 1.120, 3.361)

Cartesian forces (eV/Å) of the 6 atoms listed first:
Yb 0.2 0.2 -0.2
I 1.2 0.1 -0.2
C -1.9 1.6 0.6
C 2.0 -1.4 1.0
C 0.2 0.2 -0.3
I -0.5 0.9 -0.7

Results
<S²>: 0.759
ΔE to the lowest compared entry with this formula, charge and spin, kJ/mol: 0.0
Frontier orbital gap (alpha / beta), eV: 5.99 / 5.20
Spin multiplicity: 2



Entry 3:
C30H44FeN3OPS2 | wB97M-V/def2-TZVPD

Element x y z (Å)
Fe (-0.239, 0.026, -0.407)
C (2.410, 0.621, 1.513)
N (1.312, 1.424, 0.970)
C (1.824, 2.251, -0.134)
C (0.734, 2.909, -0.962)
N (0.075, 1.922, -1.823)
C (0.886, 1.654, -3.020)
C (-1.248, 2.287, -2.270)
C (-1.581, 3.614, -2.497)
C (-2.841, 3.965, -2.960)
C (-3.768, 2.967, -3.215)
C (-3.430, 1.639, -3.002)
C (-2.174, 1.264, -2.527)
S (-1.807, -0.432, -2.208)
C (0.677, 2.247, 1.979)
C (1.461, 2.928, 2.907)
C (0.895, 3.710, 3.899)
C (-0.491, 3.815, 3.949)
C (-1.272, 3.159, 3.019)
C (-0.718, 2.359, 2.004)
S (-1.756, 1.576, 0.847)
H (3.329, 1.209, 1.647)
H (2.612, -0.199, 0.825)
H (2.119, 0.223, 2.482)
H (2.417, 1.597, -0.773)
H (2.499, 3.025, 0.266)
H (1.198, 3.710, -1.558)
H (-0.015, 3.365, -0.314)
H (0.941, 2.557, -3.643)
H (0.432, 0.846, -3.590)
H (1.894, 1.356, -2.740)
H (-0.853, 4.390, -2.298)
H (-3.092, 5.007, -3.114)
H (-4.759, 3.219, -3.572)
H (-4.157, 0.857, -3.180)
H (2.539, 2.836, 2.854)
H (1.520, 4.222, 4.618)
H (-0.964, 4.417, 4.716)
H (-2.350, 3.246, 3.055)
C (-3.438, -1.377, 2.132)
C (-2.629, -2.466, 1.428)
C (-3.389, -2.900, 0.176)
P (-0.825, -1.993, 1.179)
C (-0.209, -3.601, 0.430)
C (1.275, -3.922, 0.633)
C (-0.434, -3.569, -1.089)
C (-0.351, -1.994, 2.990)
C (1.033, -2.539, 3.346)
C (-0.456, -0.572, 3.558)
H (-4.468, -1.723, 2.253)
H (-3.450, -0.457, 1.550)
H (-3.053, -1.138, 3.121)
H (-2.565, -3.335, 2.098)
H (-3.382, -2.119, -0.586)
H (-4.429, -3.087, 0.456)
H (-3.000, -3.817, -0.257)
H (-0.821, -4.400, 0.868)
H (1.891, -3.037, 0.464)
H (1.576, -4.661, -0.114)
H (1.503, -4.335, 1.612)
H (0.326, -2.938, -1.536)
H (-1.400, -3.184, -1.399)
H (-0.324, -4.582, -1.486)
H (-1.097, -2.628, 3.485)
H (1.806, -2.157, 2.679)
H (1.079, -3.625, 3.329)
H (1.286, -2.214, 4.359)
H (0.440, -0.003, 3.308)
H (-0.522, -0.621, 4.648)
H (-1.295, 0.005, 3.177)
O (1.429, -0.918, -0.978)
N (2.174, -1.010, -2.111)
C (3.528, -0.727, -2.043)
C (4.287, -0.757, -3.177)
C (3.729, -1.088, -4.425)
C (2.346, -1.435, -4.438)
C (1.602, -1.395, -3.303)
H (3.911, -0.521, -1.056)
H (5.341, -0.526, -3.084)
H (4.325, -1.105, -5.324)
H (1.850, -1.723, -5.356)
H (0.543, -1.590, -3.260)

Cartesian forces (eV/Å) of the 6 atoms listed first:
Fe -0.2 0.4 0.0
C 0.1 0.0 0.0
N -0.1 0.0 0.0
C 0.1 0.1 0.0
C 0.0 0.1 -0.1
N 0.1 0.0 0.0

Results
Total charge: -1
<S²>: 8.780
Frontier orbital gap (alpha / beta), eV: 4.81 / 6.98
Spin multiplicity: 6



Entry 4:
C19H26N4O4 | wB97M-V/def2-TZVPD

Element x y z (Å)
C (-2.319, -2.626, 0.402)
C (-3.199, -1.785, -0.520)
N (-4.055, -0.899, 0.251)
C (-5.234, -1.548, 0.812)
C (-6.371, -1.266, -0.173)
C (-6.070, 0.171, -0.594)
C (-4.537, 0.287, -0.466)
C (-4.120, 1.539, 0.324)
N (-2.694, 1.536, 0.534)
C (-1.849, 2.364, -0.114)
O (-2.217, 3.304, -0.792)
C (-0.396, 2.061, 0.102)
C (0.495, 3.131, 0.217)
C (1.840, 2.897, 0.391)
C (2.325, 1.589, 0.436)
C (3.759, 1.335, 0.613)
O (4.591, 2.206, 0.734)
N (4.124, -0.008, 0.642)
C (5.535, -0.313, 0.818)
C (6.278, -0.302, -0.519)
O (7.623, -0.621, -0.269)
C (8.411, -0.611, -1.431)
C (3.268, -1.081, 0.475)
O (3.637, -2.232, 0.473)
N (1.942, -0.760, 0.319)
C (1.438, 0.518, 0.295)
C (0.076, 0.758, 0.132)
H (-1.607, -3.201, -0.186)
H (-1.775, -1.986, 1.095)
H (-2.915, -3.319, 0.988)
H (-2.557, -1.166, -1.154)
H (-3.774, -2.453, -1.183)
H (-5.454, -1.084, 1.778)
H (-5.060, -2.611, 0.970)
H (-6.300, -1.940, -1.028)
H (-7.354, -1.380, 0.277)
H (-6.553, 0.871, 0.088)
H (-6.407, 0.390, -1.605)
H (-4.067, 0.342, -1.454)
H (-4.623, 1.546, 1.295)
H (-4.372, 2.445, -0.230)
H (-2.342, 0.731, 1.030)
H (0.104, 4.134, 0.163)
H (2.548, 3.705, 0.491)
H (5.970, 0.442, 1.474)
H (5.622, -1.302, 1.269)
H (6.197, 0.695, -0.980)
H (5.827, -1.040, -1.201)
H (8.054, -1.348, -2.161)
H (8.413, 0.379, -1.903)
H (9.422, -0.868, -1.122)
H (1.315, -1.545, 0.202)
H (-0.591, -0.081, 0.000)

Cartesian forces (eV/Å) of the 6 atoms listed first:
C -0.2 0.1 -0.3
C 0.2 -0.2 0.2
N 0.1 0.0 -0.1
C -0.2 0.0 0.1
C 0.1 0.0 0.1
C 0.1 -0.1 0.0

Results
SMILES: CCN1CCC[C@H]1CNC(=O)c1ccc2c(=O)n(CCOC)c(=O)[nH]c2c1
ΔE to the lowest compared entry with this formula, charge and spin, kJ/mol: 163.8
Frontier orbital gap, eV: 8.94



Entry 5:
C4H12O | wB97M-V/def2-TZVPD

Element x y z (Å)
C (-2.496, -0.489, -0.650)
C (-1.255, -1.347, -0.518)
O (-0.508, -1.570, -1.704)
H (-2.293, 0.307, -1.380)
H (-2.727, 0.032, 0.283)
H (-3.358, -1.047, -1.017)
H (-0.676, -0.893, 0.295)
H (-1.459, -2.404, -0.316)
H (-0.140, -0.770, -2.100)
C (1.963, 1.744, 0.975)
C (1.685, 0.282, 0.842)
H (2.446, 1.987, 1.932)
H (2.689, 2.245, 0.320)
H (1.107, 2.432, 0.877)
H (2.655, -0.182, 0.598)
H (1.159, -0.028, -0.067)
H (1.209, -0.298, 1.631)

Cartesian forces (eV/Å) of the 6 atoms listed first:
C -0.1 0.3 -0.7
C 0.1 -0.6 0.2
O 0.4 0.5 -0.6
H 0.0 -0.1 0.1
H -0.1 -0.3 0.0
H 0.0 0.1 0.1

Results
SMILES: CCO.CC
ΔE to the lowest compared entry with this formula, charge and spin, kJ/mol: 93.5
Frontier orbital gap, eV: 11.25



Entry 6:
C4H14N4 | wB97M-V/def2-TZVPD

Element x y z (Å)
C (-0.109, 1.243, -1.401)
C (-0.071, -0.056, -0.604)
C (-1.475, -0.569, -0.291)
N (-1.871, -1.679, -1.219)
C (0.742, 0.086, 0.790)
N (1.230, -1.244, 1.091)
N (-0.107, 0.574, 1.864)
N (1.938, 0.915, 0.717)
H (0.895, 1.552, -1.693)
H (-0.671, 1.093, -2.320)
H (-0.577, 2.044, -0.829)
H (0.477, -0.806, -1.185)
H (-1.559, -0.965, 0.720)
H (-2.209, 0.229, -0.420)
H (-1.308, -2.508, -1.058)
H (-1.849, -1.393, -2.192)
H (0.450, -1.852, 1.312)
H (1.843, -1.206, 1.899)
H (-0.534, 1.459, 1.617)
H (0.448, 0.706, 2.704)
H (1.712, 1.859, 0.430)
H (2.605, 0.517, 0.067)

Cartesian forces (eV/Å) of the 6 atoms listed first:
C 0.2 -0.3 0.1
C 0.6 0.8 1.8
C -0.2 -1.5 -1.5
N -0.5 0.6 0.7
C 0.1 -0.2 -0.9
N 0.2 -0.2 0.0

Results
SMILES: C[C@H](CN)C(N)(N)N
ΔE to the lowest compared entry with this formula, charge and spin, kJ/mol: 17.2
Frontier orbital gap, eV: 9.66